Below is a cluster of 9 separate species, C54H136N23O11P7 in total, with properties calculated with ωB97M-V/def2-TZVPD.

Structure (XYZ):
```
231
Properties=species:S:1:pos:R:3:forces:R:3:lowdin_charge:R:1
C -6.012 1.843 -0.032 -2.27 -0.67 1.00 -0.067
C -6.851 0.922 0.665 0.42 0.47 -0.39 -0.026
C -6.560 -0.436 0.552 0.19 1.68 1.41 -0.005
C -5.376 -0.799 -0.055 -1.06 0.87 -0.67 -0.205
C -4.588 0.085 -0.776 -0.21 -0.47 -0.92 0.009
C -4.973 1.430 -0.793 0.61 -1.77 0.72 -0.062
N -5.072 -2.184 -0.008 1.03 -2.77 0.63 -0.328
O -5.690 -2.949 0.751 0.25 1.29 -0.80 0.054
O -4.127 -2.577 -0.673 -0.10 0.17 -0.13 0.066
H -6.258 2.882 -0.089 -0.21 0.52 0.41 0.102
H -7.681 1.258 1.316 0.52 -0.18 -0.73 0.117
H -7.107 -1.137 1.143 -0.31 -0.48 -0.07 0.114
H -3.823 -0.353 -1.433 -0.05 0.62 0.66 0.104
H -4.415 2.182 -1.241 1.13 0.77 -1.27 0.053
C 0.272 0.976 0.242 0.34 -0.54 -0.21 -0.044
C -0.262 0.363 -0.932 0.41 1.26 1.38 -0.067
C 0.496 -0.514 -1.663 0.38 -0.80 -0.72 -0.015
C 1.802 -0.789 -1.234 -0.58 -0.60 -1.10 -0.158
C 2.374 -0.169 -0.173 1.16 0.66 1.16 -0.015
C 1.612 0.727 0.577 -1.35 -0.08 -0.89 -0.051
N 2.619 -1.744 -2.041 -1.58 -0.19 -0.58 -0.345
O 2.018 -2.516 -2.798 0.52 0.72 0.75 0.041
O 3.811 -1.691 -1.927 0.85 -0.13 0.14 0.084
H -0.360 1.613 0.902 0.66 -0.26 -0.81 0.081
H -1.206 0.764 -1.249 -0.50 -0.43 -0.39 0.074
H 0.160 -1.017 -2.586 0.00 0.45 0.63 0.122
H 3.423 -0.305 0.132 -0.55 -0.12 -0.34 0.098
H 2.081 1.281 1.350 0.30 0.18 0.80 0.070
O 2.841 -8.408 -2.331 0.69 -0.73 -0.45 -0.277
P 1.938 -7.910 -1.294 -0.21 2.33 0.82 0.502
N 1.617 -8.885 0.043 0.42 -0.72 -0.24 -0.294
C 2.929 -9.461 0.453 -0.51 0.52 0.83 -0.135
C 0.665 -10.004 -0.291 1.52 0.66 0.13 -0.093
N 0.497 -7.525 -2.028 0.09 1.09 2.74 -0.339
C -0.447 -6.660 -1.341 -0.96 0.26 -1.65 -0.102
C 0.197 -7.882 -3.344 -0.25 -0.05 -2.10 -0.139
N 2.532 -6.483 -0.564 0.42 0.10 -3.49 -0.279
C 2.597 -6.064 0.766 0.98 -0.63 1.39 -0.157
C 3.156 -5.506 -1.577 -0.79 -2.07 0.30 -0.050
H 3.658 -8.671 0.643 -0.11 0.08 -0.05 0.065
H 3.324 -10.038 -0.381 0.14 -0.62 0.32 0.073
H 2.775 -9.976 1.424 0.24 -0.16 -0.83 0.095
H -0.189 -9.439 -0.672 -0.26 -1.00 -0.20 0.064
H 0.451 -10.601 0.613 -0.10 0.52 -0.30 0.082
H 1.209 -10.686 -1.002 -1.04 0.49 0.17 0.096
H -1.476 -7.075 -1.221 0.74 -0.09 0.06 0.095
H -0.071 -6.302 -0.424 0.43 0.05 1.26 0.043
H -0.565 -5.756 -1.961 -0.15 -0.07 0.08 0.085
H -0.456 -7.118 -3.889 1.11 -0.64 0.77 0.104
H 1.172 -8.045 -3.851 -0.90 0.00 -0.16 0.085
H -0.384 -8.797 -3.331 -0.21 -0.52 -0.48 0.071
H 1.698 -5.704 1.200 -1.17 0.76 0.24 0.047
H 2.875 -6.890 1.382 0.09 -0.81 0.76 0.052
H 3.406 -5.363 0.970 -0.06 0.35 -0.43 0.090
H 2.670 -5.709 -2.550 0.24 0.50 0.44 0.077
H 4.231 -5.714 -1.714 -0.37 0.21 0.26 0.086
H 2.966 -4.503 -1.222 0.01 0.22 -0.15 0.051
O -0.678 3.349 2.285 0.00 -0.50 -0.70 -0.285
P -1.295 3.438 3.619 0.90 -1.61 1.77 0.497
N -2.903 3.762 3.546 -0.30 -0.19 0.11 -0.305
C -3.752 4.416 4.498 -0.66 0.61 1.72 -0.132
C -3.657 3.066 2.568 -2.19 -0.69 -0.65 -0.136
N -0.714 4.644 4.543 0.93 1.68 0.91 -0.289
C -0.947 6.009 4.040 -0.07 0.11 -1.97 -0.117
C 0.661 4.499 5.117 -0.26 1.97 1.09 -0.083
N -0.951 2.093 4.640 -1.61 1.76 -1.58 -0.279
C -1.868 1.829 5.764 1.31 0.13 0.09 -0.080
C 0.083 1.171 4.195 0.17 0.11 0.86 -0.111
H -3.817 5.522 4.373 0.12 -0.65 -0.06 0.086
H -3.426 4.214 5.528 0.04 0.37 -0.22 0.073
H -4.799 4.027 4.468 0.85 0.14 -0.24 0.097
H -3.149 2.991 1.647 0.88 -0.13 -1.09 0.034
H -4.557 3.699 2.347 0.51 -0.87 0.12 0.102
H -3.971 2.000 2.827 0.13 1.31 0.05 0.087
H -0.189 6.345 3.243 -0.76 -0.51 1.27 0.090
H -1.934 6.098 3.515 0.82 -0.37 0.47 0.074
H -0.991 6.720 4.846 0.30 0.29 0.46 0.070
H 0.843 5.498 5.694 -0.21 -1.84 -0.84 0.111
H 0.796 3.662 5.826 -0.50 0.37 -0.49 0.076
H 1.451 4.451 4.360 -0.19 -0.08 -0.17 0.059
H -1.902 0.768 5.895 -0.49 -0.86 -0.11 0.053
H -1.378 2.172 6.686 -0.40 0.37 0.09 0.079
H -2.882 2.265 5.669 0.75 -0.31 -0.17 0.067
H -0.338 0.178 4.052 0.24 0.20 -0.36 0.023
H 0.910 1.032 4.954 -0.63 0.39 -0.61 0.098
H 0.450 1.664 3.288 0.38 -0.76 0.05 0.056
O 4.483 6.487 -0.278 -0.14 -0.47 0.67 -0.303
P 3.730 5.243 0.046 0.42 -0.25 -1.22 0.552
N 4.355 4.458 1.399 -1.12 0.99 0.17 -0.305
C 5.650 4.844 1.905 0.99 -0.56 -1.13 -0.111
C 3.635 3.529 2.249 -0.26 -0.47 0.40 -0.107
N 3.864 4.015 -1.097 0.16 0.41 0.67 -0.301
C 3.560 4.319 -2.501 -0.21 -2.03 0.80 -0.098
C 4.954 3.067 -0.892 -0.28 -0.17 1.40 -0.112
N 2.084 5.538 0.017 1.74 0.35 0.67 -0.287
C 1.642 6.824 0.550 0.36 -0.59 -0.05 -0.083
C 1.112 4.666 -0.529 -1.89 -1.10 1.30 -0.141
H 5.707 4.769 2.979 -0.11 -0.08 0.41 0.071
H 5.909 5.841 1.606 -0.08 0.60 -0.13 0.065
H 6.441 4.201 1.457 -0.22 0.09 0.47 0.074
H 2.557 3.743 2.309 0.08 -0.12 -0.59 0.068
H 3.966 3.772 3.280 -0.03 -0.66 -0.40 0.065
H 3.801 2.433 1.987 -0.05 1.29 0.47 0.066
H 4.467 4.559 -3.016 0.41 0.58 -0.55 0.077
H 3.137 3.389 -2.973 0.28 0.80 0.31 0.092
H 2.812 5.081 -2.520 -0.25 0.68 -0.33 0.060
H 5.982 3.477 -0.854 -0.42 0.09 -0.29 0.090
H 4.807 2.459 0.033 0.06 0.59 -0.57 0.064
H 4.842 2.372 -1.673 0.37 -1.02 -1.22 0.064
H 1.008 7.358 -0.157 0.37 0.29 -0.37 0.081
H 1.010 6.658 1.395 -0.53 -0.20 0.89 0.041
H 2.526 7.375 0.892 -0.40 0.19 -0.44 0.082
H 0.574 5.137 -1.334 -0.25 0.30 -0.58 0.055
H 0.330 4.369 0.234 0.66 0.38 -0.51 0.079
H 1.516 3.717 -0.863 0.31 0.08 -0.12 0.070
O -1.154 -1.535 5.066 -0.11 -0.41 -0.12 -0.294
P -1.589 -2.049 3.749 1.79 -2.06 -1.65 0.560
N -2.714 -1.205 2.929 -0.42 0.41 0.16 -0.285
C -2.359 -0.314 1.845 -0.33 1.01 -0.11 -0.089
C -4.013 -0.973 3.624 1.10 -0.79 -1.15 -0.048
N -2.236 -3.618 3.827 0.74 1.32 0.35 -0.314
C -3.134 -4.199 2.874 1.29 -2.03 0.49 -0.120
C -1.531 -4.604 4.607 0.65 0.35 1.35 -0.127
N -0.250 -2.160 2.616 -1.18 0.10 1.76 -0.272
C -0.274 -2.975 1.398 -1.24 1.34 0.81 -0.078
C 1.065 -1.978 3.186 0.61 -1.66 -0.78 -0.138
H -2.213 0.770 2.143 0.25 -1.22 -0.06 0.084
H -3.142 -0.289 1.104 -0.66 0.00 -0.02 0.053
H -1.532 -0.705 1.269 0.47 0.19 0.37 0.052
H -3.994 -1.635 4.521 -0.56 0.81 -0.58 0.098
H -4.760 -1.261 2.866 -0.30 -0.04 0.72 0.070
H -4.120 0.095 3.816 -0.06 -0.10 0.53 0.061
H -3.594 -3.478 2.282 -0.78 1.17 -1.12 0.025
H -2.557 -4.946 2.239 -0.87 0.71 0.42 0.104
H -3.882 -4.730 3.458 -0.36 -0.32 -0.29 0.088
H -2.206 -5.053 5.336 -0.19 -0.33 -0.10 0.080
H -1.034 -5.411 4.044 -0.25 0.30 -0.27 0.085
H -0.764 -4.125 5.246 -0.27 -0.07 -0.49 0.082
H -1.313 -3.157 1.152 -0.22 -0.06 -0.34 0.069
H 0.185 -2.420 0.595 0.24 0.13 -0.46 0.071
H 0.201 -3.917 1.517 0.65 -0.98 0.25 0.052
H 1.043 -1.918 4.252 -0.14 0.52 0.70 0.061
H 1.575 -1.162 2.721 0.47 0.81 -0.13 0.047
H 1.686 -2.888 2.982 -0.31 0.45 0.01 0.095
O -2.224 2.346 -2.811 -0.32 -1.03 -0.50 -0.291
P -2.216 3.690 -3.406 0.33 1.85 0.54 0.490
N -2.165 4.745 -2.094 -0.39 0.55 0.12 -0.295
C -2.692 4.273 -0.789 1.91 -0.46 -0.57 -0.115
C -2.100 6.228 -2.287 1.22 -1.52 1.81 -0.075
N -3.465 4.293 -4.305 -0.65 0.27 -0.98 -0.300
C -3.765 3.758 -5.659 0.08 -0.58 0.41 -0.082
C -4.714 4.559 -3.570 0.62 -1.39 -0.67 -0.088
N -0.943 3.973 -4.428 0.00 0.31 0.09 -0.292
C 0.292 3.355 -3.944 -0.54 -1.09 -0.36 -0.103
C -0.731 5.210 -5.200 1.21 -1.01 -0.61 -0.121
H -2.515 3.186 -0.756 -0.33 0.37 -0.09 0.059
H -3.753 4.477 -0.654 -0.06 0.32 0.36 0.069
H -2.001 4.637 -0.001 -0.86 0.30 -0.09 0.076
H -1.551 6.412 -3.199 0.33 0.29 0.07 0.043
H -1.547 6.627 -1.347 -0.95 -0.25 -1.74 0.108
H -3.075 6.662 -2.410 -0.59 0.40 0.24 0.061
H -2.966 3.891 -6.395 -0.05 0.37 0.33 0.075
H -3.902 2.682 -5.575 -0.18 -0.33 -0.14 0.067
H -4.717 4.157 -6.044 0.51 0.16 0.21 0.088
H -5.210 3.581 -3.429 -0.40 0.41 0.00 0.085
H -4.459 4.926 -2.589 -0.32 0.57 0.06 0.045
H -5.305 5.203 -4.221 -0.24 0.18 0.59 0.089
H 0.652 3.905 -3.075 0.52 -0.08 -0.21 0.046
H 0.012 2.323 -3.633 0.50 0.66 -0.07 0.080
H 1.003 3.268 -4.784 -0.07 0.26 0.55 0.096
H -1.632 5.769 -5.322 -0.66 0.28 -0.01 0.055
H -0.368 4.905 -6.219 -0.23 0.40 0.79 0.097
H 0.052 5.863 -4.754 -0.42 -0.39 -0.08 0.090
O -5.388 -1.583 -7.042 0.08 -0.24 -0.58 -0.292
P -4.291 -2.058 -6.174 -0.56 0.43 0.73 0.439
N -2.734 -2.066 -6.726 -0.03 -1.61 0.12 -0.309
C -2.477 -3.168 -7.680 -0.94 1.41 -0.71 -0.082
C -2.176 -0.816 -7.165 2.01 -0.09 0.74 -0.117
N -4.590 -3.581 -5.604 -0.19 -0.39 -1.13 -0.306
C -3.778 -4.294 -4.621 0.63 -0.77 -0.77 -0.102
C -5.730 -4.248 -6.277 1.45 -1.40 0.37 -0.101
N -4.179 -1.039 -4.912 -0.66 1.65 1.79 -0.295
C -3.114 -1.100 -3.908 1.39 -0.59 -1.46 -0.127
C -5.403 -0.293 -4.429 0.95 0.07 -0.46 -0.066
H -2.638 -2.751 -8.690 0.05 -0.35 0.08 0.089
H -3.174 -3.983 -7.553 -0.10 -0.17 0.22 0.069
H -1.485 -3.536 -7.647 1.15 -0.29 0.33 0.069
H -2.467 0.026 -6.543 -0.41 -0.06 -0.10 0.072
H -2.459 -0.721 -8.185 -0.09 0.87 -1.06 0.065
H -1.044 -0.844 -7.084 -1.13 -0.12 -0.27 0.108
H -3.474 -5.344 -4.984 -0.39 1.49 0.33 0.102
H -2.853 -3.736 -4.352 -0.66 -0.36 -0.48 0.071
H -4.330 -4.419 -3.705 -0.31 -0.20 0.50 0.065
H -5.463 -5.287 -6.634 -0.01 0.98 0.26 0.093
H -6.511 -4.368 -5.562 -0.92 -0.11 0.43 0.064
H -6.051 -3.643 -7.110 -0.15 0.05 -0.07 0.056
H -2.228 -1.624 -4.403 -1.06 0.66 0.74 0.087
H -2.760 -0.078 -3.700 -0.26 -0.25 0.44 0.066
H -3.365 -1.696 -3.016 -0.11 0.39 -0.09 0.061
H -5.099 0.787 -4.217 -0.45 -1.28 -0.24 0.080
H -5.734 -0.764 -3.485 -0.07 0.29 -0.28 0.070
H -6.217 -0.336 -5.196 0.90 0.06 0.70 0.081
O 4.823 0.327 1.722 0.44 -0.23 0.64 -0.304
P 5.809 0.108 2.824 0.46 0.36 -0.63 0.566
N 7.023 1.316 2.741 0.28 -1.09 0.33 -0.299
C 8.026 1.422 3.851 -0.58 1.21 -1.02 -0.114
C 7.620 1.350 1.381 0.17 0.03 0.88 -0.114
N 6.392 -1.486 2.701 0.90 0.72 0.38 -0.295
C 6.156 -2.221 1.447 0.19 -0.43 0.24 -0.109
C 7.535 -1.947 3.588 -0.85 1.09 -0.82 -0.084
N 5.265 0.253 4.407 0.56 -0.33 -1.29 -0.304
C 5.073 1.583 4.993 -0.85 0.26 -1.13 -0.107
C 4.164 -0.679 4.618 0.24 -0.29 1.53 -0.114
H 8.908 0.800 3.634 -0.21 0.09 0.34 0.069
H 7.513 1.155 4.795 0.78 0.13 -0.47 0.064
H 8.345 2.519 3.848 -0.24 -1.42 0.34 0.103
H 6.780 1.390 0.709 -0.09 -0.31 -0.54 0.045
H 8.269 0.454 1.218 -0.37 0.67 -0.16 0.090
H 8.186 2.281 1.222 0.01 -0.36 0.29 0.083
H 6.605 -3.212 1.590 -0.22 0.09 -0.05 0.075
H 5.081 -2.347 1.294 0.16 0.08 -0.11 0.070
H 6.605 -1.820 0.523 -0.13 0.26 0.45 0.083
H 8.550 -1.552 3.272 -1.11 -0.55 0.25 0.083
H 7.265 -1.547 4.575 0.48 -0.25 -0.07 0.066
H 7.522 -3.044 3.615 0.13 0.35 -0.01 0.075
H 4.094 2.037 4.697 0.44 -0.50 0.33 0.082
H 5.120 1.497 6.070 0.12 0.15 0.28 0.085
H 5.813 2.270 4.575 -0.07 -0.14 0.44 0.058
H 3.867 -0.477 5.641 -0.08 -0.57 0.50 0.081
H 4.468 -1.745 4.497 -0.25 0.93 0.02 0.100
H 3.272 -0.441 4.075 -0.41 0.05 -0.94 0.049
```
Forces are in eV/Å.

HOMO-LUMO gap: 7.222 eV
Multiplicity: 1
SMILES string: CN(C)P(=O)(N(C)C)N(C)C.CN(C)P(=O)(N(C)C)N(C)C.CN(C)P(=O)(N(C)C)N(C)C.CN(C)P(=O)(N(C)C)N(C)C.CN(C)P(=O)(N(C)C)N(C)C.CN(C)P(=O)(N(C)C)N(C)C.CN(C)P(=O)(N(C)C)N(C)C.O=[N+]([O-])c1ccccc1.O=[N+]([O-])c1ccccc1
E_LUMO: -0.961 eV
Calculated total energy: -180023.345 eV
Charge: 0